(1)
Computed, not measured: a molecular structure, C26H23N2OPPtSe in a non-equilibrium geometry, with the ωB97M-V functional and the def2-TZVPD basis.

Geometry as XYZ:
```
55
C26H23N2OPPtSe the ωB97M-V functional and the def2-TZVPD basis
Pt -0.25 0.02 -0.04
C 6.80 -1.20 0.26
C 6.07 -1.51 -0.87
C 4.73 -1.17 -0.96
C 4.14 -0.46 0.08
C 4.87 -0.16 1.24
C 6.20 -0.52 1.32
P 2.42 0.11 -0.02
C 1.75 -0.68 -1.53
C 1.30 0.04 -2.65
C 0.89 -0.65 -3.78
C 0.90 -2.04 -3.80
C 1.34 -2.75 -2.69
C 1.75 -2.08 -1.56
C 2.47 1.90 -0.32
C 3.68 2.53 -0.55
C 3.71 3.88 -0.89
C 2.54 4.60 -0.97
C 1.30 4.02 -0.64
C 0.11 4.78 -0.61
C -1.08 4.21 -0.22
C -1.12 2.86 0.14
C 0.00 2.05 0.04
C 1.25 2.63 -0.31
H 7.84 -1.49 0.33
H 6.54 -2.02 -1.70
H 4.18 -1.41 -1.86
H 4.40 0.36 2.06
H 6.77 -0.28 2.20
H 1.31 1.12 -2.65
H 0.56 -0.10 -4.65
H 0.55 -2.56 -4.68
H 1.36 -3.83 -2.71
H 2.10 -2.63 -0.69
H 4.60 1.97 -0.49
H 4.65 4.36 -1.09
H 2.55 5.64 -1.27
H 0.17 5.83 -0.85
H -1.97 4.81 -0.17
H -2.06 2.46 0.49
Se -3.39 1.23 -3.25
C -2.38 0.26 -2.22
N -1.69 -0.41 -1.54
C -2.50 -3.26 3.24
N -1.87 -2.42 2.25
C -2.53 -1.19 1.88
C -0.69 -2.71 1.73
O -0.04 -2.00 0.95
H -3.50 -3.55 2.92
H -2.58 -2.72 4.19
H -1.91 -4.16 3.40
H -3.47 -1.11 2.42
H -2.74 -1.19 0.80
H -1.91 -0.32 2.12
H -0.28 -3.68 2.03
```

Values from the calculation:
- Molar mass: 684.50 g/mol
- LUMO energy (spin up / spin down): -0.351 / -0.368 hartree
- ΔE to the lowest compared entry with this formula, charge and spin: 3.758 eV
- HOMO energy (spin up / spin down): -13.28 / -13.75 eV
- Kohn-Sham gap (spin up / spin down): 3.73 / 3.75 eV
- Net charge: +2



(2)
Computed, not measured: a molecular structure, C24H20F6N4O10S2Sr in a non-equilibrium geometry, with the ωB97M-V functional and the def2-TZVPD basis.

Geometry as XYZ:
```
67
C24H20F6N4O10S2Sr the ωB97M-V functional and the def2-TZVPD basis
Sr 0.60 1.11 -1.06
C 0.55 -1.65 3.47
C 0.62 -1.48 1.98
N -0.17 -0.77 1.26
N -1.22 -0.18 1.97
C -1.65 0.92 1.38
O -1.19 1.52 0.38
C -2.80 1.59 2.10
C -3.48 2.61 1.45
C -4.53 3.27 2.08
C -4.91 2.91 3.37
C -4.22 1.90 4.03
C -3.17 1.24 3.39
C 1.73 -2.14 1.24
C 2.97 -2.34 1.85
C 3.99 -2.92 1.13
C 3.76 -3.29 -0.19
C 2.50 -3.05 -0.71
N 1.50 -2.50 -0.03
H -0.46 -1.43 3.81
H 1.23 -0.95 3.97
H 0.84 -2.66 3.76
H -3.16 2.89 0.45
H -5.06 4.06 1.56
H -5.73 3.42 3.86
H -4.50 1.62 5.04
H -2.63 0.44 3.88
H 3.12 -2.01 2.87
H 4.97 -3.07 1.58
H 4.53 -3.72 -0.80
H 2.29 -3.28 -1.75
O 1.00 -0.83 -5.03
C 0.48 -0.64 -3.93
O 1.03 -0.14 -2.90
C -0.97 -1.09 -3.71
C -1.12 -1.80 -2.35
C -2.41 -2.61 -2.31
C -3.47 -1.48 -2.17
C -2.57 -0.24 -2.15
O -1.41 -0.72 -1.45
C -2.03 0.07 -3.56
C -1.53 1.52 -3.63
O -1.81 2.18 -4.65
O -0.94 1.94 -2.59
H -1.23 -1.75 -4.54
H -0.23 -2.32 -2.00
H -2.55 -3.22 -3.20
H -2.42 -3.26 -1.43
H -4.18 -1.45 -3.00
H -4.03 -1.57 -1.24
H -2.96 0.62 -1.62
H -2.81 -0.03 -4.31
F 6.00 -0.01 -1.29
C 5.24 0.92 -0.69
F 5.72 2.11 -1.05
F 5.40 0.77 0.63
S 3.44 0.67 -1.21
O 3.47 -0.70 -1.56
O 3.13 1.76 -2.12
N 2.58 0.88 0.19
S 2.45 2.48 0.53
O 1.37 3.17 -0.18
O 3.73 3.14 0.61
C 1.90 2.40 2.31
F 2.38 1.31 2.91
F 2.39 3.48 2.94
F 0.58 2.42 2.43
```

Values from the calculation:
- Molar mass: 790.18 g/mol
- LUMO energy: 0.160 hartree
- ΔE to the lowest compared entry with this formula, charge and spin: 0.384 eV
- HOMO energy: -2.70 eV
- Kohn-Sham gap: 7.05 eV
- Net charge: -2